1.
{
  "formula": "C5H14N3",
  "method": "ωB97M-V/def2-TZVPD",
  "symbols": ["C", "C", "C", "N", "H", "H", "H", "H", "H", "H", "H", "H", "C", "N", "C", "N", "H", "H", "H", "H", "H", "H"],
  "xyz": [[1.01957, -1.45888, -2.55763], [0.82279, -0.80002, -1.19953], [-0.99803, -1.52186, 0.27747], [0.11979, -1.71859, -0.28842], [1.56804, -2.39355, -2.47106], [0.06764, -1.66010, -3.04416], [1.59666, -0.79134, -3.19233], [1.78084, -0.56631, -0.73202], [0.23169, 0.10796, -1.26673], [-1.42774, -2.33303, 0.85065], [-1.53888, -0.58935, 0.15198], [0.51151, -2.65761, -0.24847], [1.00040, 1.58972, 1.75134], [-0.39967, 1.19519, 1.79836], [-1.29267, 1.70685, 0.88751], [-2.54194, 1.70177, 1.09042], [1.57084, 0.97762, 2.44679], [1.40195, 1.43420, 0.75166], [1.14891, 2.63390, 2.02146], [-0.79350, 1.00793, 2.71598], [-0.80843, 2.05927, -0.03057], [-3.03977, 2.07625, 0.28729]],
  "mulliken_charge": [-1.32, -0.10, -0.14, 0.05, 0.42, 0.37, 0.34, 0.26, 0.24, 0.33, 0.22, 0.31, -0.80, -0.13, -0.17, -0.70, 0.30, 0.22, 0.34, 0.25, 0.47, 0.26],
  "e_tot_ha": -362.898038,
  "relative_energy_kj_mol": 213.0,
  "lumo_ha": -0.1732,
  "mol_weight_g_mol": 116.19,
  "multiplicity": 1,
  "charge": 1
}



2.
{
  "formula": "C27H36N5P2SV",
  "method": "ωB97M-V/def2-TZVPD",
  "symbols": ["V", "C", "C", "N", "N", "C", "N", "S", "C", "C", "C", "C", "C", "N", "H", "H", "H", "H", "H", "H", "H", "H", "H", "H", "C", "P", "C", "C", "C", "P", "C", "C", "H", "H", "H", "H", "H", "H", "H", "H", "H", "H", "H", "H", "H", "H", "H", "H", "N", "C", "C", "C", "C", "C", "C", "C", "C", "C", "C", "C", "C", "C", "H", "H", "H", "H", "H", "H", "H", "H", "H", "H"],
  "xyz": [[0.00592, -0.82428, 0.29156], [3.18086, 1.34707, 2.44505], [1.99654, 0.47184, 2.08970], [1.91906, -0.34528, 1.09303], [2.97261, -0.48274, 0.23216], [2.85561, -1.20808, -0.93953], [3.94014, -1.29865, -1.75938], [1.48633, -2.01610, -1.41089], [0.73089, 0.58864, 2.80427], [0.58713, 1.07181, 4.08807], [-0.68819, 1.27540, 4.62393], [-1.79909, 0.78732, 3.86779], [-1.53519, 0.13673, 2.68741], [-0.32028, 0.04582, 2.18060], [3.92804, 0.62139, 2.81525], [2.92458, 2.10084, 3.19106], [3.52558, 1.83264, 1.58208], [3.84832, -0.05100, 0.50646], [4.79126, -0.80981, -1.52719], [3.92429, -1.84865, -2.62362], [1.44718, 1.40786, 4.69189], [-0.81801, 1.65104, 5.65554], [-2.80159, 0.87616, 4.33505], [-2.32419, -0.35004, 2.09471], [-0.04019, -3.38830, 3.32127], [-0.28514, -3.21484, 1.52090], [0.62700, -4.67951, 0.82981], [-2.01902, -3.75420, 1.19813], [-2.33644, -3.51461, -0.28289], [-2.09279, -1.74144, -0.62099], [-2.26704, -1.66109, -2.42903], [-3.70579, -1.17674, -0.11376], [0.55465, -2.58108, 3.75146], [0.62461, -4.22196, 3.58531], [-1.00722, -3.37518, 3.81258], [0.12640, -5.47713, 1.31709], [1.66721, -4.58473, 0.99343], [0.45135, -4.68847, -0.22125], [-2.65719, -3.18804, 1.90187], [-2.16248, -4.81807, 1.53705], [-3.35751, -3.73239, -0.59398], [-1.68157, -4.08454, -0.91030], [-3.22093, -2.18870, -2.52532], [-1.41444, -2.20287, -2.85021], [-2.30565, -0.62314, -2.74571], [-4.43083, -1.83633, -0.63501], [-3.95081, -0.17211, -0.36538], [-3.80996, -1.33735, 0.94346], [-0.04784, 0.73051, -0.67060], [0.07078, 1.76827, -1.43975], [1.40773, 2.08069, -1.90649], [2.29260, 3.01754, -1.30913], [3.51112, 3.33377, -1.84062], [3.99953, 2.63692, -2.91454], [3.23667, 1.58601, -3.48252], [1.94172, 1.40203, -2.99454], [-1.16623, 2.62112, -1.73476], [-2.37945, 2.37818, -1.10185], [-3.51648, 3.08279, -1.52531], [-3.39866, 4.09984, -2.45621], [-2.18032, 4.40232, -3.04198], [-1.06855, 3.64530, -2.72294], [1.88721, 3.53369, -0.46158], [4.04107, 4.20942, -1.47416], [4.87036, 3.00265, -3.41183], [3.48347, 0.99486, -4.38667], [1.31323, 0.62268, -3.45059], [-2.45916, 1.62921, -0.30652], [-4.50078, 2.94389, -1.04547], [-4.29676, 4.65192, -2.71949], [-2.02275, 5.10107, -3.81911], [-0.10256, 3.78824, -3.21686]],
  "lowdin_spin": [2.07, 0.00, 0.02, 0.00, 0.00, 0.00, 0.00, 0.00, 0.01, 0.00, 0.01, 0.00, 0.02, 0.01, 0.00, 0.00, 0.00, 0.00, 0.00, 0.00, 0.00, 0.00, 0.00, 0.00, 0.00, 0.00, 0.00, 0.00, 0.00, 0.01, 0.00, 0.00, 0.00, 0.00, 0.00, 0.00, 0.00, 0.00, 0.00, 0.00, 0.00, 0.00, 0.00, 0.00, 0.00, 0.00, 0.00, 0.00, -0.27, 0.06, 0.00, 0.00, 0.00, 0.00, 0.00, 0.00, -0.01, 0.02, 0.00, 0.02, 0.00, 0.02, 0.00, 0.00, 0.00, 0.00, 0.00, 0.00, 0.00, 0.00, 0.00, 0.00],
  "s_squared": 2.155,
  "e_tot_ha": -3348.697289,
  "lumo_ha": [-0.2324, -0.2377],
  "mol_weight_g_mol": 575.58,
  "multiplicity": 3,
  "charge": 2
}



3.
{
  "formula": "C14H28ClO13S3",
  "method": "ωB97M-V/def2-TZVPD",
  "symbols": ["C", "C", "C", "C", "C", "C", "C", "O", "C", "Cl", "H", "H", "H", "H", "H", "H", "H", "H", "H", "H", "H", "H", "H", "H", "H", "H", "C", "C", "O", "S", "O", "O", "O", "H", "H", "H", "H", "C", "C", "O", "S", "O", "O", "O", "H", "H", "H", "H", "C", "C", "O", "S", "O", "O", "O", "H", "H", "H", "H"],
  "xyz": [[-0.38629, -1.56805, -0.04756], [-1.42554, -0.74283, 0.75032], [-0.84670, 0.62991, 1.09015], [-2.72598, -0.69554, -0.05874], [-3.81760, 0.26328, 0.40864], [-3.71548, 1.64776, -0.24382], [-5.16040, -0.34921, -0.04713], [-5.52363, -1.42034, 0.77325], [-6.94533, -1.49402, 0.97300], [-7.59985, -2.31111, -0.64483], [0.30743, -0.92250, -0.57711], [-0.91304, -2.13921, -0.80984], [0.13226, -2.29574, 0.57075], [-1.56645, -1.27177, 1.68992], [-0.30117, 1.04035, 0.24376], [-0.16470, 0.55944, 1.92863], [-1.62321, 1.33966, 1.35152], [-3.12081, -1.70906, -0.07685], [-2.46066, -0.45645, -1.09104], [-3.87204, 0.32323, 1.49260], [-3.11987, 2.36596, 0.31376], [-3.28366, 1.56279, -1.23627], [-4.71442, 2.06677, -0.32867], [-4.99215, -0.73265, -1.06626], [-5.95571, 0.39127, -0.11100], [-7.00738, -2.32513, 1.68166], [4.54396, -1.80471, 2.17758], [4.03744, -2.17493, 0.80015], [3.02642, -1.19824, 0.52175], [3.42189, 0.19713, 1.19694], [4.05264, 1.02819, 0.23225], [2.32318, 0.65687, 1.96356], [4.55935, -0.37051, 2.17470], [3.86307, -2.14277, 2.96142], [5.54380, -2.17920, 2.37107], [3.60649, -3.17120, 0.76156], [4.82419, -2.08422, 0.04779], [8.87105, 2.25378, 2.93643], [8.07831, 2.06991, 1.65786], [8.44360, 0.75595, 1.21188], [8.69974, -0.19017, 2.47560], [7.51682, -0.92350, 2.74778], [9.95331, -0.83058, 2.31138], [8.82234, 0.96930, 3.57391], [9.91427, 2.50156, 2.73113], [8.43765, 3.00195, 3.59382], [8.33509, 2.79811, 0.89457], [7.00208, 2.09043, 1.84000], [-5.03575, -0.25160, -5.07796], [-5.85729, -0.09296, -3.81295], [-5.25836, 1.03264, -3.16188], [-4.72546, 2.07610, -4.24302], [-5.69226, 3.09772, -4.43561], [-3.37324, 2.38073, -3.94158], [-4.76865, 1.09435, -5.51442], [-4.08311, -0.74475, -4.87511], [-5.56841, -0.78721, -5.85888], [-5.81204, -0.95869, -3.15712], [-6.89976, 0.14369, -4.03340]],
  "mulliken_charge": [-1.49, 1.12, -1.36, -1.50, 1.04, -1.77, -1.17, -0.15, -0.78, -0.39, 0.30, 0.46, 0.27, 0.33, 0.32, 0.28, 0.27, 0.43, 0.34, 0.33, 0.42, 0.22, 0.54, -0.16, 0.82, 0.23, -0.29, -0.38, -0.23, 1.07, -0.58, -0.50, -0.25, 0.27, 0.32, 0.34, 0.26, -0.30, -0.24, -0.31, 1.03, -0.45, -0.56, -0.32, 0.28, 0.31, 0.32, 0.20, -0.35, -0.20, -0.16, 1.11, -0.57, -0.56, -0.33, 0.29, 0.32, 0.29, 0.19],
  "e_tot_ha": -3183.011550,
  "lumo_ha": 0.0561,
  "mol_weight_g_mol": 536.02,
  "multiplicity": 1,
  "charge": -1
}



4.
{
  "formula": "C3H17NO4",
  "method": "ωB97M-V/def2-TZVPD",
  "symbols": ["C", "C", "N", "C", "H", "H", "H", "H", "H", "H", "H", "H", "H", "O", "H", "H", "O", "H", "H", "O", "H", "H", "O", "H", "H"],
  "xyz": [[0.69762, -1.79589, -3.10728], [0.13254, -2.14872, -1.69979], [-1.32052, -1.98955, -1.78340], [-2.03942, -2.51133, -0.60153], [1.54336, -1.12065, -2.98995], [0.05202, -0.98321, -3.49596], [0.99320, -2.65500, -3.69842], [0.50167, -1.29650, -1.09402], [0.56361, -3.01197, -1.18593], [-1.69796, -2.27723, -2.67174], [-1.92689, -1.86237, 0.26711], [-3.07256, -2.44896, -0.94487], [-1.62342, -3.48996, -0.28294], [2.59108, 1.65196, 0.75573], [3.22134, 0.93563, 0.86590], [2.91871, 2.34896, 1.35096], [-3.15617, -0.18693, 1.75604], [-2.33213, 0.12089, 1.35016], [-3.23674, 0.46809, 2.46059], [-0.10491, 1.59959, 1.19265], [-0.40105, 1.71798, 0.27926], [0.80804, 1.23134, 1.09554], [2.59871, 4.07059, 2.29476], [2.92463, 3.58075, 3.05916], [1.69150, 4.27584, 2.52081]],
  "mulliken_charge": [-1.19, -0.06, -0.34, -0.79, 0.36, 0.37, 0.29, 0.02, 0.32, 0.24, 0.15, 0.36, 0.29, -0.68, 0.33, 0.34, -0.64, 0.33, 0.31, -0.66, 0.31, 0.38, -0.69, 0.34, 0.34],
  "e_tot_ha": -480.164938,
  "relative_energy_kj_mol": 110.6,
  "smiles": "CCNC.O.O.O.O",
  "lumo_ha": 0.0153,
  "mol_weight_g_mol": 131.17,
  "multiplicity": 1
}



5.
{
  "formula": "C20H22CoN4O2Sb",
  "method": "ωB97M-V/def2-TZVPD",
  "symbols": ["Co", "C", "C", "C", "C", "C", "C", "N", "Sb", "C", "C", "C", "C", "C", "C", "N", "C", "C", "C", "C", "C", "C", "N", "H", "H", "H", "H", "H", "H", "H", "H", "H", "H", "H", "H", "H", "H", "H", "H", "H", "H", "N", "C", "C", "O", "O", "H", "H", "H", "H"],
  "xyz": [[-0.27186, 0.14699, -0.34535], [-3.17805, 1.38609, 0.74836], [-2.22645, 0.93781, 1.80984], [-2.63271, 1.08142, 3.13930], [-1.82785, 0.67471, 4.17231], [-0.60324, 0.10749, 3.85282], [-0.23039, -0.01736, 2.52837], [-1.02266, 0.40058, 1.50312], [1.68821, -0.96264, 2.29952], [0.95771, -2.34161, 0.84149], [1.36228, -3.66242, 0.89624], [0.74840, -4.58912, 0.06157], [-0.27941, -4.16190, -0.75016], [-0.65646, -2.81978, -0.75299], [-1.83163, -2.38306, -1.57879], [-0.00881, -1.91773, 0.00353], [2.41823, 0.54325, 0.97750], [3.73128, 0.96008, 1.09170], [4.15047, 2.06572, 0.36115], [3.22139, 2.73804, -0.40129], [1.90474, 2.28225, -0.46560], [0.89049, 3.06038, -1.25176], [1.52664, 1.16519, 0.18151], [-4.09386, 1.74086, 1.21457], [-2.75715, 2.17759, 0.13471], [-3.41925, 0.57510, 0.06423], [-3.60063, 1.52069, 3.33357], [-2.14107, 0.78575, 5.20208], [0.06099, -0.23954, 4.63356], [2.13478, -3.96754, 1.58966], [1.05025, -5.62823, 0.06945], [-0.81625, -4.85716, -1.38177], [-2.73545, -2.85353, -1.18733], [-1.98186, -1.30567, -1.55512], [-1.72667, -2.71207, -2.61370], [4.41363, 0.44076, 1.75176], [5.17461, 2.41090, 0.41583], [3.49053, 3.63406, -0.94460], [0.97876, 4.11844, -1.00506], [1.06462, 2.97480, -2.32733], [-0.12543, 2.74069, -1.03818], [0.58257, -0.16514, -2.14212], [-0.25913, 0.30615, -3.26817], [-1.40163, 1.17497, -2.73670], [-2.01090, 1.89719, -3.48743], [-1.62507, 1.02127, -1.46153], [1.46302, 0.33898, -2.13867], [0.82663, -1.14230, -2.26222], [-0.69654, -0.54832, -3.78314], [0.32021, 0.86691, -3.99872]],
  "lowdin_spin": [0.97, 0.00, 0.00, 0.00, 0.00, 0.00, 0.00, -0.01, 0.00, 0.00, 0.00, 0.00, 0.00, 0.00, 0.00, 0.01, 0.00, 0.00, 0.00, 0.00, 0.00, 0.00, 0.02, 0.00, 0.00, 0.00, 0.00, 0.00, 0.00, 0.00, 0.00, 0.00, 0.00, 0.00, 0.00, 0.00, 0.00, 0.00, 0.00, 0.00, 0.00, -0.02, 0.00, 0.00, 0.01, 0.01, 0.00, 0.00, 0.00, 0.00],
  "s_squared": 0.759,
  "e_tot_ha": -2767.691431,
  "relative_energy_kj_mol": 0.0,
  "lumo_ha": [-0.1099, -0.1117],
  "mol_weight_g_mol": 531.12,
  "multiplicity": 2,
  "charge": 1
}